The following is a DFT calculation (ωB97M-V/def2-TZVPD) of 3 unconnected molecules or ions with the total composition C5H16NO2 at a distorted geometry.

Computed properties:
**Net charge**: +1
**Energy relative to the best compared isomer or geometry (same formula, charge and spin)**: 166.1 kJ/mol
**Multiplicity**: 1
**E_HOMO**: -14.98 eV
**Frontier orbital gap**: 10.835 eV
**E_LUMO**: -4.1 eV

Cartesian coordinates (Å):
C1 -1.617 2.696 -1.857
C2 -1.509 1.170 -1.507
C3 -0.893 0.807 -0.156
C4 0.627 0.586 -0.226
C5 1.882 -1.402 -0.763
N1 0.763 -0.798 -0.829
H1 -1.493 2.962 -2.892
H2 -2.575 3.008 -1.472
H3 -0.781 3.124 -1.281
H4 -2.529 0.728 -1.475
H5 -1.065 0.628 -2.369
H6 -0.992 1.517 0.653
H7 -1.502 -0.077 0.134
H8 1.122 1.320 -0.863
H9 1.102 0.549 0.774
H10 2.083 -2.475 -0.848
H11 2.699 -0.829 -0.329
H12 -0.138 -1.192 -1.078
H13 0.396 -1.785 1.947
H14 1.090 -3.027 1.996
O1 1.004 -2.303 1.350
H15 0.232 -0.276 3.823
H16 -0.965 -0.003 2.857
O2 -0.129 -0.467 2.950

---

The following is a DFT calculation (ωB97M-V/def2-TZVPD) of a molecular structure, C38H36BiNO3P2 at a distorted geometry.

Computed properties:
**Net charge**: +2
**Multiplicity**: 1
**E_HOMO**: -14.38 eV
**Frontier orbital gap**: 7.750 eV
**E_LUMO**: -6.6 eV

Cartesian coordinates (Å):
Bi1 -0.237 0.888 0.296
C1 1.458 2.158 -3.068
C2 1.000 3.393 -2.296
C3 1.893 3.651 -1.088
C4 -0.484 3.316 -1.877
C5 -1.422 3.936 -2.929
O1 -2.479 2.995 -3.044
C6 -2.148 1.901 -2.386
N1 -1.032 1.955 -1.727
C7 -3.104 0.805 -2.532
C8 -4.091 0.990 -3.509
C9 -5.053 0.033 -3.751
C10 -5.070 -1.132 -3.002
C11 -4.109 -1.334 -2.030
C12 -3.117 -0.383 -1.791
P1 -1.893 -0.899 -0.548
C13 -1.107 -2.327 -1.345
C14 -0.474 -3.328 -0.612
C15 0.059 -4.427 -1.272
C16 -0.017 -4.516 -2.654
C17 -0.576 -3.479 -3.386
C18 -1.115 -2.383 -2.740
C19 -2.894 -1.277 0.909
C20 -3.041 -2.550 1.437
C21 -3.776 -2.722 2.598
C22 -4.368 -1.636 3.220
C23 -4.240 -0.365 2.678
C24 -3.496 -0.180 1.529
H1 2.450 2.341 -3.475
H2 0.786 1.946 -3.898
H3 1.504 1.282 -2.415
H4 1.082 4.264 -2.955
H5 1.781 2.859 -0.348
H6 1.645 4.604 -0.627
H7 2.934 3.676 -1.395
H8 -0.593 3.817 -0.907
H9 -0.938 4.011 -3.907
H10 -1.838 4.904 -2.654
H11 -4.089 1.896 -4.089
H12 -5.787 0.203 -4.520
H13 -5.824 -1.879 -3.183
H14 -4.114 -2.243 -1.442
H15 -0.407 -3.244 0.463
H16 0.511 -5.231 -0.708
H17 0.359 -5.392 -3.160
H18 -0.611 -3.528 -4.463
H19 -1.554 -1.581 -3.314
H20 -2.589 -3.400 0.949
H21 -3.878 -3.709 3.022
H22 -4.929 -1.778 4.130
H23 -4.710 0.479 3.160
H24 -3.384 0.812 1.106
O2 0.994 -0.555 3.625
C25 0.803 -0.856 2.488
O3 -0.318 -0.704 1.825
C26 1.903 -1.487 1.594
P2 1.901 -0.685 -0.055
C27 2.285 -1.975 -1.283
C28 3.001 -3.095 -0.864
C29 3.507 -3.974 -1.803
C30 3.328 -3.726 -3.155
C31 2.574 -2.638 -3.566
C32 2.042 -1.762 -2.636
C33 3.359 0.396 -0.034
C34 3.502 1.330 0.994
C35 4.640 2.112 1.053
C36 5.637 1.963 0.099
C37 5.481 1.053 -0.935
C38 4.342 0.272 -1.010
H25 1.639 -2.542 1.492
H26 2.881 -1.403 2.073
H27 3.183 -3.277 0.185
H28 4.058 -4.843 -1.479
H29 3.785 -4.374 -3.886
H30 2.403 -2.469 -4.617
H31 1.463 -0.910 -2.961
H32 2.752 1.421 1.769
H33 4.750 2.827 1.852
H34 6.531 2.561 0.168
H35 6.250 0.927 -1.680
H36 4.234 -0.445 -1.810

---

The following is a DFT calculation (ωB97M-V/def2-TZVPD) of 4 unconnected molecules or ions with the total composition C13H22O11S3 at a distorted geometry.

Computed properties:
**SMILES string**: CCOS(C)(=O)=O.O=S1(=O)OCCO1.O=S1(=O)OCCO1.c1ccccc1
**Multiplicity**: 1
**E_HOMO**: -9.13 eV
**Frontier orbital gap**: 9.486 eV
**E_LUMO**: 0.4 eV

Cartesian coordinates (Å):
C1 -4.498 -1.815 0.416
C2 -4.185 -3.276 0.250
O1 -2.738 -3.316 0.053
S1 -1.984 -4.726 0.198
C3 -1.711 -4.836 1.969
O2 -2.868 -5.785 -0.188
O3 -0.687 -4.544 -0.411
H1 -5.537 -1.639 0.140
H2 -3.854 -1.280 -0.284
H3 -4.259 -1.437 1.408
H4 -4.411 -3.942 1.089
H5 -4.698 -3.733 -0.598
H6 -2.668 -4.989 2.459
H7 -1.190 -3.945 2.307
H8 -1.057 -5.697 2.095
O4 -5.391 2.386 3.549
S2 -4.113 2.314 2.894
O5 -3.886 3.068 1.695
O6 -2.942 2.802 3.941
C4 -1.777 2.016 3.771
C5 -2.284 0.644 3.343
O7 -3.640 0.776 2.836
H9 -1.101 2.487 3.054
H10 -1.287 1.904 4.736
H11 -2.479 0.063 4.252
H12 -1.711 -0.022 2.704
O8 4.214 1.925 -2.793
S3 5.601 1.728 -3.060
O9 6.183 0.433 -2.955
O10 5.969 2.373 -4.487
C6 7.317 2.873 -4.460
C7 7.453 3.409 -3.007
O11 6.442 2.800 -2.216
H13 7.966 2.005 -4.576
H14 7.419 3.639 -5.215
H15 7.354 4.493 -3.001
H16 8.416 3.131 -2.581
C8 1.140 1.502 -1.344
C9 0.190 2.004 -0.486
C10 -0.739 1.123 0.096
C11 -0.739 -0.224 -0.250
C12 0.247 -0.704 -1.139
C13 1.177 0.166 -1.652
H17 1.823 2.258 -1.717
H18 0.218 3.055 -0.232
H19 -1.446 1.524 0.812
H20 -1.488 -0.878 0.178
H21 0.285 -1.757 -1.382
H22 1.955 -0.350 -2.208

---

Q: Number 2 is which compound?
A: C38H36BiNO3P2